No. 1
68
Properties=species:S:1:pos:R:3 method="wB97M-V/def2-TZVPD" homo_energy_ev="-8.9 / -9.0" spin_multiplicity=4 gap_ev="7.46 / 8.08" max_force_ev_per_a=0.1
Mn -1.04385 0.13651 -0.51559
O 2.59219 0.73085 -4.88590
C 3.11879 1.35722 -3.84674
O 4.23800 1.79860 -3.85625
C 2.25281 1.50728 -2.63925
C 2.59436 2.18130 -1.47784
Cl 3.97992 3.06222 -1.08052
N 1.59008 2.04359 -0.58383
N 0.60350 1.30898 -1.12002
C 0.98627 0.98475 -2.34274
C 0.00140 0.15520 -3.09803
O 0.15977 -0.10841 -4.27649
O -1.00209 -0.21578 -2.37441
C 1.43503 2.73965 0.66103
C 1.21899 4.10823 0.62628
C 1.07785 4.79470 1.82184
C 1.14319 4.10867 3.02779
C 1.34950 2.73599 3.04342
C 1.50226 2.04341 1.85262
H 1.66137 0.41728 -4.72721
H 1.16899 4.62112 -0.32582
H 0.91492 5.86394 1.81172
H 1.03216 4.64764 3.95947
H 1.39311 2.20084 3.98269
H 1.64726 0.97374 1.84333
C -2.44468 3.08815 1.46803
C -1.93572 1.98084 0.62307
O -2.06525 1.92619 -0.62230
O -1.26404 1.01250 1.16375
H -2.88577 3.86131 0.84558
H -1.62424 3.48980 2.06389
H -3.19669 2.67481 2.13867
C 0.32866 -3.86152 1.24223
Si -0.17798 -2.10623 1.60996
C -1.92650 -2.06840 2.26007
C 0.89632 -1.39472 2.97229
N 0.04597 -1.19967 0.09713
C 1.20614 -1.53658 -0.66175
C 1.11132 -2.31145 -1.81700
C 2.24729 -2.57949 -2.56755
C 3.48895 -2.10150 -2.17178
C 3.59477 -1.36300 -1.00132
C 2.46222 -1.08239 -0.25264
H 0.16536 -4.49081 2.12083
H 1.38133 -3.93377 0.96360
H -0.26741 -4.25814 0.41752
H -1.89866 -2.51955 3.25657
H -2.61342 -2.66083 1.65460
H -2.31483 -1.05516 2.36444
H 0.82217 -2.03571 3.85484
H 0.54133 -0.40061 3.25461
H 1.95191 -1.33600 2.70174
H 0.13726 -2.66779 -2.12049
H 2.15600 -3.15890 -3.47723
H 4.36734 -2.30023 -2.77135
H 4.55870 -0.98981 -0.67839
H 2.54569 -0.49234 0.65053
O -4.05627 0.59579 0.80494
C -3.89375 -0.41252 0.15544
C -4.99085 -1.42338 -0.12071
C -4.31287 -2.52271 -0.91748
C -2.85044 -2.11930 -0.96065
O -1.96214 -2.81733 -1.37792
N -2.70395 -0.84176 -0.41532
H -5.79669 -0.91653 -0.64974
H -5.38749 -1.75751 0.83767
H -4.66694 -2.59766 -1.94552
H -4.38795 -3.51358 -0.47241

No. 2
57
Properties=species:S:1:pos:R:3 method="wB97M-V/def2-TZVPD" relative_energy_kj_mol=9.3 homo_energy_ev=-9.5 gap_ev=4.66 max_force_ev_per_a=1.4 charge=+1
C 3.84784 2.96632 -1.63222
C 2.46510 3.50093 -1.40219
O 1.47832 2.57091 -1.91071
C 0.23980 3.16337 -1.88919
C -0.84745 2.30497 -2.18517
N -2.16120 2.73243 -2.09482
C -2.51054 4.05505 -1.88750
C -3.83226 4.43325 -1.77117
C -4.85410 3.49213 -1.87344
C -4.49271 2.15937 -2.10353
C -3.17008 1.79521 -2.22761
O 0.16215 4.37105 -1.60163
H 4.52963 3.56860 -1.02913
H 3.96932 1.91957 -1.34663
H 4.14386 3.10669 -2.67517
H 2.28593 3.63606 -0.32852
H 2.36500 4.46756 -1.90233
H -0.66934 1.26942 -2.44239
H -1.69386 4.75010 -1.78644
H -4.02376 5.48838 -1.59024
H -5.89584 3.78293 -1.77970
H -5.23840 1.37234 -2.19011
H -2.80375 0.79008 -2.41402
C -2.54426 0.56542 2.40434
C -2.11259 -0.82100 2.16138
N -2.93931 -1.87916 2.31846
C -2.29225 -3.07897 2.00078
C -0.97659 -2.74939 1.60163
C -0.16964 -3.75933 1.08941
C -0.65640 -5.07174 1.03219
C -1.96867 -5.37552 1.42884
C -2.81404 -4.36226 1.90908
C -0.85088 -1.28523 1.69085
C 0.19726 -0.47029 1.26776
C 1.54129 -0.91446 1.05922
C 2.14432 -1.94763 1.83267
C 3.38717 -2.45734 1.48165
C 4.09001 -1.93287 0.39060
C 5.38781 -2.54879 -0.02345
C 3.55846 -0.83932 -0.30832
C 2.31850 -0.32433 0.02867
H -1.67031 1.21276 2.29534
H -3.30783 0.89256 1.67984
H -2.95372 0.69942 3.41739
H -3.90412 -1.79598 2.62538
H 0.82951 -3.51230 0.74288
H 0.00160 -5.86001 0.66582
H -2.32349 -6.40300 1.35674
H -3.84447 -4.54051 2.21229
H -0.03751 0.57389 1.04190
H 1.60224 -2.37273 2.68115
H 3.81341 -3.29887 2.03332
H 5.81237 -2.01622 -0.87782
H 6.12045 -2.53265 0.79127
H 5.25721 -3.60008 -0.30777
H 4.12548 -0.40420 -1.13450
H 1.88533 0.51334 -0.52514

No. 3
59
Properties=species:S:1:pos:R:3 method="wB97M-V/def2-TZVPD" smiles="CNC(=O)[C@H](Cc1c[nH]c2ccccc12)NC(C)=O.CC(=O)c1ccc2ccccc2c1" relative_energy_kj_mol=20.5 homo_energy_ev=-8.0 gap_ev=7.54 max_force_ev_per_a=2.2
O 4.14221 -0.61350 4.37961
O 1.32208 2.15850 -3.29672
O -1.81951 1.99537 -3.60620
C 4.33323 -0.78838 3.18093
C 1.12002 1.09025 -3.85562
C -1.86230 1.22318 -2.65700
C -1.33205 -0.28290 1.02504
C -0.91828 0.70512 0.20363
C -2.53512 4.18123 0.77998
C -3.37199 3.80504 1.84636
C -1.67293 3.24247 0.18204
C -3.35181 2.48240 2.32204
C -0.69124 -4.09312 0.65227
C 3.56383 -1.77109 0.98839
C -0.92648 -3.85402 2.00990
C -1.62794 1.90684 0.63670
C 3.34199 -1.51559 2.35572
C -2.49015 1.55659 1.71745
C 0.48547 -3.62926 0.05368
C 2.62189 -2.46993 0.22685
C 0.01168 -3.14569 2.76877
C 2.14342 -1.97894 2.93154
C 1.43497 -2.92715 0.80932
C 1.19451 -2.68019 2.17661
N -2.24976 0.21593 1.92809
N -2.97484 1.09906 -1.92146
N 0.31030 0.13163 -3.39633
C 5.63678 -0.26049 2.59053
C 1.85003 0.77204 -5.13935
C -4.17119 1.92756 -2.07092
C 0.00425 0.54597 -0.96400
C -0.68608 0.27374 -2.31780
H -0.99785 -1.30899 0.96560
H -2.55625 5.19874 0.41320
H -4.02926 4.53504 2.29918
H -1.04603 3.53717 -0.64916
H -3.98939 2.18404 3.14032
H -1.41813 -4.64740 0.06511
H 4.46975 -1.43300 0.49377
H -1.83351 -4.22560 2.47800
H 0.66367 -3.82402 -0.99928
H 2.82010 -2.65784 -0.82370
H -0.17565 -2.96408 3.82323
H 1.95014 -1.79515 3.98547
H -2.68146 -0.34229 2.64994
H -2.92502 0.49391 -1.11593
H 0.25446 -0.69866 -3.95869
H 6.21526 0.26412 3.35716
H 5.42576 0.43821 1.77678
H 6.23695 -1.08964 2.20748
H 2.52337 1.59562 -5.37292
H 1.12224 0.66178 -5.94068
H 2.42134 -0.14491 -5.01800
H -3.91725 2.87029 -2.56121
H -4.58860 2.15460 -1.08879
H -4.91378 1.40508 -2.67440
H 0.69838 -0.26831 -0.75360
H 0.58995 1.46159 -1.02987
H -1.15419 -0.70294 -2.20900

No. 4
64
Properties=species:S:1:pos:R:3 method="wB97M-V/def2-TZVPD" relative_energy_kj_mol=0.0 homo_energy_ev="-9.9 / -10.3" spin_multiplicity=3 gap_ev="6.96 / 5.37" max_force_ev_per_a=0.9 charge=+1
Pd 0.18555 0.59859 0.88724
C -2.65208 -2.16446 2.97234
C -2.02119 -1.03174 2.43504
N -0.80557 -1.06182 1.94236
C -0.10293 -2.21755 1.91078
C -0.64598 -3.38962 2.46933
C -1.95489 -3.33543 2.99562
C 0.11858 -4.58154 2.50014
C 1.38414 -4.58259 1.98974
C 1.92364 -3.43420 1.39585
C 1.21693 -2.23321 1.29289
N 1.59847 -1.07065 0.67106
C 2.72953 -0.76751 -0.04617
C 3.86068 -1.56135 -0.25077
C 4.97462 -1.12474 -0.98034
C 5.00887 0.12198 -1.53357
C 3.89388 0.98265 -1.38196
C 3.88287 2.28138 -1.93503
C 2.78945 3.08121 -1.78039
C 1.69639 2.56709 -1.06739
N 1.68675 1.36439 -0.54488
C 2.76104 0.55291 -0.66508
H -3.66043 -2.09276 3.35753
H -2.51299 -0.06589 2.41923
H -2.38901 -4.23580 3.41492
H -0.30922 -5.47536 2.93854
H 1.98565 -5.48120 2.02568
H 2.91821 -3.52976 1.01643
H 3.92778 -2.54809 0.15385
H 5.81641 -1.79494 -1.09515
H 5.87378 0.46587 -2.08841
H 4.75541 2.62781 -2.47688
H 2.75597 4.08559 -2.18202
H 0.80507 3.16246 -0.89892
S -0.68451 2.49796 2.21115
C 0.73771 1.77735 2.77540
N 0.80708 0.95041 3.86236
C 2.10435 0.33938 4.08518
C 3.10472 1.46180 3.84235
S 2.36632 2.44404 2.49395
H -0.03504 0.46236 4.11939
H 2.28276 -0.48301 3.38342
H 2.16699 -0.04384 5.10238
H 4.07507 1.08549 3.52692
H 3.22248 2.09576 4.71882
C -5.66665 0.67131 -3.37070
C -4.54099 1.43447 -4.06679
C -4.35923 2.82844 -3.47631
C -3.23719 0.63470 -4.06778
N -2.59465 0.54021 -2.75238
C -1.73452 1.37102 -2.16500
N -1.47788 0.93851 -0.95470
N -2.22214 -0.19847 -0.81621
N -2.90911 -0.42351 -1.87722
H -6.56646 1.28559 -3.31433
H -5.38540 0.39588 -2.35175
H -5.91638 -0.24599 -3.90837
H -4.79402 1.54429 -5.12498
H -4.19248 2.78584 -2.39603
H -5.25953 3.42169 -3.64136
H -3.52328 3.36452 -3.93655
H -2.50892 1.08207 -4.74107
H -3.42302 -0.38660 -4.39088
H -1.33148 2.25659 -2.63050

No. 5
59
Properties=species:S:1:pos:R:3 method="wB97M-V/def2-TZVPD" homo_energy_ev=-2.5 gap_ev=5.54 max_force_ev_per_a=5.5 charge=-1
C -3.38360 3.40134 -1.02739
C -1.95542 3.41550 -1.42908
O -1.33395 2.30368 -0.78497
C -0.03164 2.50455 -0.56826
C 0.55997 1.24196 0.11244
C 2.05325 1.49206 0.33706
C 2.19723 2.69914 1.24231
C 2.85435 1.91247 -0.89395
C -0.09934 1.31168 1.49331
O -0.88848 2.19832 1.80018
O 0.35120 0.36580 2.34401
C -0.45941 0.12734 3.56201
C -0.69069 1.35159 4.40843
O 0.54232 3.53952 -0.95876
H -3.82979 4.30047 -1.42688
H -3.92499 2.53753 -1.40168
H -3.46410 3.43560 0.05526
H -1.78786 3.32619 -2.49902
H -1.44592 4.28555 -1.04242
H 2.43040 0.58502 0.81006
H 1.85577 2.51898 2.26432
H 3.23878 3.03297 1.28981
H 1.61565 3.48235 0.75095
H 2.68040 1.30447 -1.78259
H 2.59977 2.95720 -1.11416
H 3.92018 1.83720 -0.63216
H -1.40855 -0.28851 3.20886
H 0.09438 -0.65567 4.09056
H -1.31180 1.06966 5.26748
H 0.26193 1.79880 4.72793
H -1.23290 2.08825 3.80694
C -2.99141 -5.33133 -0.00993
C -1.79948 -4.88912 -0.57644
C -1.47124 -3.55352 -0.38128
C -2.28140 -2.66505 0.33523
C -3.45082 -3.12191 0.93602
C -3.80959 -4.46294 0.75594
C -1.61848 -1.33469 0.34233
O -2.09602 -0.30798 0.85862
C -0.29599 -1.47396 -0.29422
C 0.58843 -0.39932 -0.44208
C 1.71402 -0.74477 -1.34542
C 1.45384 -1.00525 -2.70799
C 2.50442 -1.30699 -3.57419
C 3.82322 -1.36511 -3.11163
C 4.04562 -1.25967 -1.73288
C 3.01804 -0.98521 -0.84836
C -0.21877 -2.87746 -0.84137
O 0.59777 -3.46455 -1.50956
H -3.27736 -6.36479 -0.14462
H -1.09879 -5.50883 -1.14683
H -4.01220 -2.39852 1.53403
H -4.71638 -4.83208 1.22540
H -0.24305 0.52595 -0.71062
H 0.44714 -0.96791 -3.09156
H 2.26576 -1.51767 -4.62762
H 4.64539 -1.61362 -3.79858
H 5.05451 -1.38465 -1.31331
H 3.21571 -0.87006 0.21034

No. 6
66
Properties=species:S:1:pos:R:3 method="wB97M-V/def2-TZVPD" homo_energy_ev=-6.5 gap_ev=5.33 max_force_ev_per_a=0.8
K -0.17642 0.79415 -0.24813
N 2.52427 -0.42944 0.02254
C 3.25551 -0.16498 1.20584
C 4.54162 0.35608 1.10628
C 5.30774 0.58148 2.23703
C 4.79745 0.26959 3.48615
C 3.50666 -0.22777 3.58623
C 2.70382 -0.43558 2.46478
C 1.28820 -0.85789 2.68332
C 1.05372 -1.94993 3.53077
C -0.22688 -2.23398 3.98086
C -1.26400 -1.38163 3.63323
C -1.01954 -0.32296 2.76044
C 0.23764 -0.04716 2.20536
H 3.14549 -0.61675 -0.75168
H 1.89044 -1.20413 0.16342
H 4.94806 0.57396 0.12343
H 6.30412 0.99423 2.14025
H 5.39058 0.42568 4.37793
H 3.08978 -0.44534 4.56142
H 1.88870 -2.56811 3.84921
H -0.40160 -3.08438 4.62995
H -2.25979 -1.53624 4.04171
H -1.85227 0.34710 2.55350
C -4.42710 1.87590 3.62825
O -4.44879 1.46184 2.25668
C -5.38059 0.54623 1.92231
O -6.13211 0.05577 2.71739
C -5.18568 0.09236 0.50984
C -6.17809 -0.41381 -0.23200
As -6.12166 -1.59245 -1.85873
C -6.89390 -3.24538 -1.13828
C -4.21756 -1.83498 -1.45402
C -3.56836 -0.66472 -1.68570
As -3.22788 0.10502 0.10135
C -3.03784 2.03566 -0.25240
C -3.80555 0.15722 -2.89209
O -3.96596 1.35287 -2.84632
O -3.75136 -0.40125 -4.12236
C -3.43710 -1.76910 -4.37993
C -3.75045 -2.72252 -0.35091
O -4.43680 -3.24460 0.48893
O -2.42825 -2.96881 -0.47530
C -1.85765 -3.80742 0.53964
C -7.63238 -0.13841 -0.04734
O -8.45996 -0.78106 -0.65890
O -7.94084 0.91888 0.68764
C -9.33775 1.18940 0.83565
H -3.45930 2.33836 3.79563
H -4.56145 1.01796 4.28211
H -5.22600 2.59488 3.80714
H -7.92380 -3.30423 -1.48147
H -6.85942 -3.26798 -0.05448
H -6.32822 -4.08702 -1.53718
H -3.99202 2.48795 -0.50014
H -2.37322 2.17392 -1.10364
H -2.62693 2.50721 0.63965
H -3.11290 -1.80610 -5.41721
H -4.31619 -2.40272 -4.26273
H -2.63913 -2.13535 -3.73603
H -0.78243 -3.66001 0.49452
H -2.10990 -4.85028 0.34416
H -2.22614 -3.52541 1.52176
H -9.40436 2.08539 1.44379
H -9.83309 0.35808 1.33500
H -9.79913 1.34611 -0.13819

No. 7
70
Properties=species:S:1:pos:R:3 method="wB97M-V/def2-TZVPD" relative_energy_kj_mol=0.0 homo_energy_ev="-11.5 / -11.7" spin_multiplicity=3 gap_ev="9.06 / 5.37" max_force_ev_per_a=0.3 charge=+1
Au -1.15952 0.42740 1.41450
N -4.54464 -0.67374 1.36078
C -4.19925 0.32035 0.50189
N -5.05549 0.84393 -0.37315
N -4.35215 1.75200 -1.01619
N -3.11266 1.77952 -0.56788
N -2.99160 0.88834 0.39838
C -3.74462 -1.28737 2.24900
N -4.16537 -2.32380 2.99331
N -3.12176 -2.68115 3.68546
N -2.07698 -1.91042 3.37839
N -2.45067 -1.01024 2.49988
H -5.50253 -1.01021 1.30809
O 0.02347 1.28182 -0.21023
As 0.03579 0.48756 -1.70576
C 1.73920 -0.35069 -1.89882
C 1.87923 -1.62407 -2.43594
C 3.14903 -2.17022 -2.57338
C 4.26305 -1.44491 -2.17869
C 4.11977 -0.16732 -1.64887
C 2.85730 0.38449 -1.50805
C -0.21916 1.74587 -3.10502
C 0.25612 1.43561 -4.37647
C 0.06031 2.33800 -5.40918
C -0.59712 3.53697 -5.16328
C -1.05972 3.84105 -3.89051
C -0.87468 2.94404 -2.84877
C -1.30321 -0.87204 -1.75701
C -2.45233 -0.69357 -2.51743
C -3.47678 -1.62736 -2.43172
C -3.34776 -2.72646 -1.59300
C -2.19222 -2.90846 -0.84050
C -1.16515 -1.98108 -0.92341
H 1.00906 -2.19434 -2.73915
H 3.26500 -3.16258 -2.98769
H 5.25017 -1.87391 -2.28736
H 4.99327 0.39877 -1.35314
H 2.73942 1.38270 -1.10125
H 0.78317 0.50639 -4.56135
H 0.42450 2.11033 -6.40173
H -0.74598 4.24140 -5.97083
H -1.56823 4.77775 -3.70698
H -1.23968 3.16099 -1.85455
H -2.55854 0.17402 -3.15756
H -4.37687 -1.49078 -3.01602
H -4.14696 -3.45399 -1.53272
H -2.08948 -3.77523 -0.20041
H -0.25695 -2.12937 -0.34744
C 1.48525 -0.85651 2.06990
N 2.74261 -0.93622 2.77122
C 3.47922 0.31564 2.56588
N 2.73071 1.46816 3.07268
C 1.47310 1.55720 2.37215
N 0.65656 0.29867 2.55998
C 0.45143 0.11166 4.04238
N 1.71477 0.03872 4.73394
C 2.47899 -1.09397 4.20677
C 2.47314 1.26807 4.50111
H 0.90693 -1.76901 2.23132
H 1.66132 -0.70733 1.00239
H 3.66552 0.44715 1.49876
H 4.43439 0.25393 3.08672
H 1.62907 1.68790 1.30453
H 0.88591 2.39214 2.75786
H -0.11854 -0.80186 4.19197
H -0.13108 0.96056 4.40612
H 1.91847 -2.01517 4.37142
H 3.42896 -1.16156 4.73603
H 3.42347 1.20723 5.03069
H 1.91003 2.11862 4.88793